Formula: C48H52BN8Pt
Source: the OMol25 dataset
Level of theory: wB97M-V/def2-TZVPD

XYZ file:
```
110
Properties=species:S:1:pos:R:3
H 5.439 -0.618 -2.136
N -1.058 0.400 2.420
H 0.701 2.392 -4.071
N -3.809 0.938 1.077
H -0.810 2.156 -2.146
H 0.626 5.855 -0.564
C 5.790 1.385 0.640
H 3.054 -4.649 -0.997
C 5.202 1.042 -0.736
H -4.516 4.558 2.344
H -6.190 2.108 2.010
H -3.244 2.410 5.166
C 1.425 5.269 -2.461
C -0.393 -0.204 3.415
H 6.867 -0.241 -1.192
H -1.426 -0.528 -4.590
H -0.331 -6.071 -0.333
C -6.155 1.025 1.923
C -0.154 3.018 -2.218
C 1.226 -2.484 -1.462
H 5.550 2.397 0.951
H -7.123 0.670 1.581
C -3.601 -0.863 -2.012
H 2.779 -2.663 1.142
C 1.288 -1.522 2.147
H -2.723 -2.455 -5.426
H 1.121 -5.432 0.438
H 0.597 -4.958 -3.804
H -5.960 0.605 2.909
C -0.193 3.987 -1.218
H -5.082 -2.404 -1.867
C 0.620 5.112 -1.347
C -3.992 -2.535 -3.702
H -0.856 -0.343 5.586
H 5.224 1.831 -2.754
C 5.610 2.096 -1.773
C 0.473 -3.622 -1.393
H -3.201 4.682 3.517
H -6.152 -0.556 -0.588
C 1.660 1.997 0.246
H 1.269 -0.789 5.444
C -0.864 -3.477 -0.927
C 0.732 -5.895 -0.468
H -0.726 -5.605 -2.833
C -1.094 0.028 4.610
H 1.216 -6.859 -0.594
C 3.170 -2.509 3.252
C 2.542 -5.004 -1.890
H -4.556 -3.382 -4.066
H -3.964 2.282 2.859
C 0.677 3.159 -3.312
H -2.319 -2.156 -0.121
H -4.219 0.962 4.904
H -1.647 5.946 0.423
H 5.525 -1.078 -0.423
H 6.693 2.148 -1.832
C 3.007 2.078 0.028
H 2.873 -6.022 -2.082
H -2.051 0.546 -2.464
B -3.150 1.832 2.142
C 3.692 1.013 -0.617
C 1.532 -0.089 -0.807
C -5.109 0.612 0.958
H 1.151 2.785 0.788
N -2.409 2.954 1.400
C -1.103 3.859 -0.084
C -1.321 -2.254 -0.530
C -3.500 4.914 2.497
C 0.840 -0.972 3.341
H 5.231 3.079 -1.508
C -2.237 -0.931 -4.002
C 1.456 4.296 -3.445
H 2.034 6.156 -2.564
N -3.112 0.429 0.047
H 4.065 -3.114 3.222
H 5.408 0.692 1.387
H 3.540 2.948 0.370
H 3.376 -0.873 -1.541
H -3.013 0.993 6.197
C -5.247 -0.144 -0.192
H 2.243 -2.530 -1.803
C 1.025 -5.002 -1.681
C -2.189 0.791 4.274
C -4.302 -1.975 -2.478
C 1.581 -1.210 4.502
H 0.693 -1.380 1.266
C 2.925 -0.037 -1.040
C -3.967 -0.234 -0.748
C -3.231 1.322 5.185
N -2.139 1.005 2.943
H 6.873 1.295 0.612
H 2.835 -4.396 -2.743
C -2.958 -2.019 -4.467
N 0.914 0.963 -0.155
Pt -1.068 0.720 0.008
C 0.355 -5.570 -2.938
C -2.576 4.284 1.523
H 2.076 4.426 -4.319
H 0.717 -6.578 -3.119
H -3.484 5.992 2.368
C 2.722 -1.984 4.456
C -2.572 -0.347 -2.797
C -1.751 4.895 0.597
C 2.452 -2.266 2.092
N -1.520 2.690 0.430
N -0.583 -1.138 -0.585
H 3.261 -2.182 5.369
H -1.513 -4.331 -0.859
C 5.783 -0.313 -1.152
C 0.728 -1.231 -1.033
```

Properties
E_tot, eV: -66462.9758
Total charge: +1
E_LUMO (alpha / beta), eV: -1.810 / -4.729
E_HOMO (alpha / beta), eV: -7.87 / -10.71
HOMO-LUMO gap (alpha / beta), eV: 6.06 / 5.98
Multiplicity: 3